[1]
{"formula": "C12H36CaFO6", "method": "ωB97M-V with the def2-TZVPD basis set", "spin_multiplicity": 1, "charge": 1, "fmax_ev_per_a": 2.426, "de_lowest_kcal_mol": 31.4, "e_tot_ha": -1707.5655, "e_lumo_ev": -4.2904, "species": ["Ca", "F", "C", "C", "O", "H", "H", "H", "H", "H", "H", "C", "C", "O", "H", "H", "H", "H", "H", "H", "C", "C", "O", "H", "H", "H", "H", "H", "H", "C", "C", "O", "H", "H", "H", "H", "H", "H", "C", "C", "O", "H", "H", "H", "H", "H", "H", "C", "C", "O", "H", "H", "H", "H", "H", "H"], "positions_angstrom": [[1.84394, 0.77256, -1.91144], [0.71273, -0.05700, -0.04391], [1.99477, -1.11116, 4.57437], [1.66377, -1.24186, 3.11507], [1.68802, 0.03645, 2.56520], [1.38412, -0.31998, 5.00938], [3.01959, -0.85236, 4.84059], [1.83025, -2.04207, 5.11700], [0.65380, -1.60998, 2.93468], [2.37837, -1.80187, 2.51188], [1.34451, -0.06344, 1.67435], [-2.79821, -3.38899, 0.97655], [-2.04561, -2.03063, 0.81400], [-0.74459, -2.41337, 0.40245], [-2.76927, -4.00680, 0.07902], [-3.81294, -3.35651, 1.37325], [-2.34667, -3.90507, 1.82383], [-2.02645, -1.45324, 1.73831], [-2.43656, -1.35934, 0.04939], [-0.19233, -1.63836, 0.27606], [3.24493, -2.67878, -0.13030], [3.96501, -1.32214, -0.09433], [3.72059, -0.63849, -1.34168], [3.51575, -3.17503, -1.06223], [2.16807, -2.64274, 0.03459], [3.64702, -3.28317, 0.68280], [5.03825, -1.40981, 0.07469], [3.50511, -0.71976, 0.68907], [4.39328, -0.98838, -1.93047], [-3.16467, 1.22798, 1.76507], [-1.69804, 1.51188, 1.66640], [-1.36456, 1.66345, 0.29489], [-3.50952, 0.43154, 1.10563], [-3.67620, 2.15440, 1.50395], [-3.57714, 0.93126, 2.72940], [-1.21540, 0.64715, 2.12179], [-1.37263, 2.44801, 2.12017], [-0.65420, 1.03556, 0.14412], [-0.18003, 4.47750, -2.69516], [0.77965, 4.12532, -1.52087], [0.71152, 2.75267, -1.28438], [0.22620, 4.17783, -3.66123], [-0.23287, 5.56618, -2.68774], [-1.19421, 4.07972, -2.65884], [0.57494, 4.59342, -0.55803], [1.81877, 4.32074, -1.78575], [-0.09535, 2.63529, -0.77764], [-2.02492, -0.59946, -3.95398], [-1.59463, 0.19374, -2.74734], [-0.37586, 0.86269, -2.99753], [-3.05604, -0.94307, -3.87143], [-1.36105, -1.44679, -4.12548], [-2.01226, 0.06440, -4.81841], [-1.57447, -0.50639, -1.91216], [-2.31382, 0.94262, -2.41559], [-0.40248, 1.35371, -3.82203]], "forces_ev_per_a": [[-1.5578, -0.5304, 1.7824], [0.8012, 0.4601, -1.3604], [0.0983, -0.4560, 0.7955], [0.1465, 0.0793, -0.1026], [0.1969, 1.6593, -0.4759], [-0.2170, -0.1442, -0.0053], [0.1987, 0.1421, -0.6459], [-0.3281, -0.0460, -0.0292], [-0.0257, -0.7135, 0.3850], [0.1000, -0.8928, 0.4654], [-0.1840, 0.3859, -0.4579], [0.0460, 0.8064, 0.8939], [-0.2891, -1.2105, -0.3691], [0.3690, -0.3996, 0.0957], [0.1229, 0.1695, 0.0827], [-0.3327, 0.6683, -0.5809], [0.6694, -0.2483, -0.3384], [-0.0206, -0.1711, 0.2948], [-0.5987, -0.0926, -0.1189], [0.1045, 0.4824, -0.0232], [1.0379, 0.1283, 0.3743], [-1.4613, -0.8338, 0.9337], [0.0786, 0.7340, -0.6763], [-0.2688, -0.2106, -0.0302], [0.0300, 0.2987, -0.3319], [0.0219, -0.1316, 0.0126], [-0.0862, 0.0302, -0.0895], [0.2870, 0.2213, 0.0105], [-0.0124, 0.0981, -0.4147], [-1.3576, 0.8167, 0.0584], [-0.2234, -0.3923, 0.4888], [0.2424, 0.0919, -0.8304], [0.3634, 0.1293, -0.3288], [-0.4029, -0.1228, -0.2094], [0.5852, 0.1814, 0.3784], [0.7796, 0.2325, -0.1268], [-0.2833, -0.2526, 0.6692], [0.4677, -0.6594, -0.1975], [0.8196, 0.9215, 0.6489], [-0.4495, 0.4571, -1.0952], [1.0261, -1.5274, 0.0848], [0.2658, -0.0472, 0.0450], [-0.2630, 0.0769, -0.3451], [0.0972, -0.0824, 0.6072], [-0.2043, 0.5974, -0.3352], [-0.0714, 0.4406, -0.0932], [-0.7682, -0.8084, 0.6208], [-0.2569, 0.4685, -0.3433], [-1.8048, -0.5896, 0.1576], [2.1214, -0.3272, 0.4772], [0.0977, -0.1351, 0.1877], [-0.0652, 0.0141, -0.0412], [0.0460, -0.1017, -0.3117], [1.0547, 0.2491, 0.2334], [-0.2140, 0.0709, -0.3231], [-0.5286, 0.0153, -0.1528]]}

[2]
{"formula": "C12H36Cl2O14Y", "method": "ωB97M-V with the def2-TZVPD basis set", "spin_multiplicity": 1, "charge": 1, "fmax_ev_per_a": 6.317, "e_tot_ha": -2490.1493, "e_lumo_ev": -3.4250, "species": ["Y", "Cl", "O", "O", "O", "O", "Cl", "O", "O", "O", "O", "C", "C", "O", "H", "H", "H", "H", "H", "H", "C", "C", "O", "H", "H", "H", "H", "H", "H", "C", "C", "O", "H", "H", "H", "H", "H", "H", "C", "C", "O", "H", "H", "H", "H", "H", "H", "C", "C", "O", "H", "H", "H", "H", "H", "H", "C", "C", "O", "H", "H", "H", "H", "H", "H"], "positions_angstrom": [[-0.07266, -0.16798, -0.16351], [0.48303, 3.98665, 0.35652], [0.21071, 2.59679, 0.34927], [0.25933, 4.57812, -0.98895], [-0.41741, 4.68272, 1.25993], [1.88308, 4.13852, 0.67942], [3.05513, -2.82279, -0.95400], [1.95410, -1.97005, -0.44033], [3.91897, -1.86952, -1.70587], [3.75580, -3.52290, 0.02842], [2.45843, -3.72480, -1.94336], [4.04836, -0.14922, 1.67616], [2.90501, 0.79818, 1.20871], [1.58697, 0.38354, 1.48036], [4.99360, -0.16881, 1.13372], [3.78216, -1.20200, 1.58189], [4.29985, 0.23673, 2.66403], [3.00518, 0.82042, 0.12355], [3.16866, 1.80354, 1.53709], [1.57879, 0.42124, 2.43958], [-2.23023, -2.45877, -3.47596], [-1.16997, -2.50573, -2.42704], [-1.50937, -1.67086, -1.37341], [-1.93724, -3.26751, -4.14543], [-2.11463, -1.54134, -4.05307], [-3.26825, -2.58985, -3.17027], [-0.26286, -1.97363, -2.71363], [-0.90983, -3.50287, -2.07187], [-2.19992, -2.17226, -0.93369], [-4.07003, 1.89023, -1.34639], [-2.59793, 2.08600, -1.10879], [-1.76446, 1.02294, -1.47485], [-4.13331, 1.62959, -2.40287], [-4.33282, 2.94215, -1.23454], [-4.66460, 1.26810, -0.67740], [-2.53237, 2.37867, -0.06086], [-2.15676, 2.81903, -1.78416], [-1.83536, 1.17602, -2.41991], [3.04813, 1.86348, -2.31396], [1.63911, 1.53573, -2.72391], [1.21740, 0.36046, -2.01125], [3.61663, 2.47934, -3.01082], [3.58936, 0.91790, -2.34629], [3.12831, 2.38704, -1.36130], [1.48783, 1.45593, -3.80041], [1.01703, 2.37160, -2.40385], [1.48443, -0.28336, -2.67140], [-3.08678, 1.15118, 3.20707], [-1.63595, 0.75696, 2.83348], [-1.59486, 0.50198, 1.49421], [-3.23805, 1.41470, 4.25387], [-3.77807, 0.35894, 2.91972], [-3.34215, 2.09286, 2.72114], [-1.24244, -0.14632, 3.29968], [-0.87631, 1.50648, 3.05543], [-2.47742, 0.78748, 1.24687], [-0.65960, -3.29811, 3.26220], [0.29669, -2.39047, 2.50486], [-0.28229, -2.19018, 1.25058], [-0.62148, -4.35801, 3.01071], [-1.67397, -2.94421, 3.44635], [-0.24139, -3.37215, 4.26604], [1.27556, -2.84880, 2.36399], [0.43675, -1.43777, 3.01558], [-0.65380, -3.05073, 1.04317]], "forces_ev_per_a": [[1.3430, 0.1509, 0.2171], [0.7512, 5.6915, -1.9436], [-1.2845, -4.0320, -0.2394], [0.1249, -1.6514, 1.4122], [0.8956, -1.2844, -0.0749], [-0.7268, -0.1183, 0.4622], [0.0999, 1.8768, -6.0305], [-0.9412, 0.1393, 1.2480], [-0.8560, -1.2990, 1.6147], [0.1908, -0.2734, 1.6860], [0.2123, 0.5537, 1.4874], [-0.8068, 0.2330, 0.5816], [3.5664, -0.1659, -2.8423], [-0.5781, -0.3862, 0.9127], [-0.2709, 0.9141, -0.5786], [-0.4018, -0.0136, 0.6882], [0.1296, -0.9571, 0.4238], [-0.3924, 0.1146, -0.0357], [-0.8558, 0.1121, 0.2636], [-0.8062, -0.1823, 0.3326], [0.8047, -0.4009, -1.2308], [1.3584, 0.1113, -1.1774], [-0.9538, 0.5607, 2.9685], [-0.4871, -0.0637, -0.3467], [-0.3402, 0.0767, 0.0525], [0.1802, -0.0922, 0.3001], [0.3449, -0.9524, -1.0760], [0.0170, -0.0193, -0.0550], [-0.5119, 0.5330, 0.6639], [0.8068, 0.8699, -1.0570], [-0.7139, 1.5343, 1.0922], [0.8227, -1.9026, 0.4190], [-0.8942, -0.2027, 0.0172], [-0.9985, -0.0699, -0.1336], [0.3443, -0.1174, -0.0805], [1.0689, 0.0630, -0.1028], [-0.8817, 1.3233, 0.7652], [0.8181, -1.1638, -0.4587], [0.9809, -0.3304, -0.6049], [0.0242, 3.0658, 0.4644], [-0.7638, -0.4831, -0.6585], [-0.5058, 0.2010, -0.3170], [0.3237, -0.0649, 0.5414], [-0.2253, -0.3411, 0.0979], [0.1070, -0.5915, 0.0496], [-0.3596, -0.1077, 0.0613], [0.2535, -1.2661, 0.5936], [0.9702, 0.2245, 0.3424], [0.4687, 0.3253, 3.5034], [-0.5550, -0.5252, -3.3746], [0.2465, -0.4646, 0.1001], [-0.0542, -0.0089, 0.0653], [0.0111, -0.0189, -0.4682], [-0.5994, -0.1312, 0.5977], [-0.3641, 0.5468, 0.1461], [-0.1396, 0.0064, -1.1225], [1.1628, -0.2016, 2.0339], [-0.1415, -0.9830, 1.2793], [-0.7083, 1.3064, -1.8287], [-0.2231, 0.1126, -0.8244], [0.0142, 0.1705, -0.5972], [0.0155, 0.1097, 0.3667], [0.0864, -0.0248, 0.1751], [-0.1412, -0.0207, -0.1243], [-0.0613, -0.0150, -0.6431]]}

[3]
{"formula": "C12H36F4K2N2O24P4S4", "method": "ωB97M-V with the def2-TZVPD basis set", "spin_multiplicity": 1, "charge": 0, "fmax_ev_per_a": 9.625, "e_tot_ha": -6951.8727, "e_lumo_ev": -2.8338, "species": ["K", "K", "N", "S", "O", "O", "F", "S", "O", "O", "F", "N", "S", "O", "O", "F", "S", "O", "O", "F", "C", "O", "P", "O", "O", "C", "O", "C", "H", "H", "H", "H", "H", "H", "H", "H", "H", "C", "O", "P", "O", "O", "C", "O", "C", "H", "H", "H", "H", "H", "H", "H", "H", "H", "C", "O", "P", "O", "O", "C", "O", "C", "H", "H", "H", "H", "H", "H", "H", "H", "H", "C", "O", "P", "O", "O", "C", "O", "C", "H", "H", "H", "H", "H", "H", "H", "H", "H"], "positions_angstrom": [[-4.80401, 1.28562, 0.42198], [-4.83972, -1.53658, -1.79988], [-2.70094, 0.16379, -1.14442], [-1.80355, 0.63504, -2.52824], [-2.22904, -0.11200, -3.68762], [-0.45256, 1.10859, -2.50756], [-2.54707, 2.02463, -2.77869], [-1.44860, -0.37066, -0.47198], [-0.61159, 0.42453, 0.38665], [-0.91021, -1.55098, -1.09178], [-2.36498, -1.02998, 0.73577], [-0.59469, -5.44234, -2.80999], [-1.67953, -5.06943, -1.59666], [-2.24141, -6.20380, -0.91525], [-2.45528, -3.84891, -1.72935], [-0.51360, -4.58909, -0.60012], [-1.65059, -5.46860, -3.95933], [-2.01153, -4.20682, -4.57385], [-2.67929, -6.47575, -3.94018], [-0.60194, -6.04902, -5.04396], [5.26756, -1.87490, -5.88731], [3.96116, -1.88155, -6.37788], [2.69768, -1.57461, -5.42239], [2.73618, -2.34693, -4.18797], [2.88577, 0.01045, -5.18582], [2.75538, 0.52578, -3.87153], [1.44743, -1.69550, -6.34476], [0.13707, -1.99747, -5.88623], [5.83883, -0.95763, -6.06496], [5.82737, -2.69902, -6.32686], [5.44412, -1.97640, -4.81043], [3.73018, 0.58013, -3.38791], [1.99100, 0.05696, -3.25266], [2.38891, 1.55503, -3.95567], [-0.47292, -1.16839, -6.25168], [-0.15957, -2.10113, -4.83903], [-0.18934, -2.94882, -6.30570], [-0.79008, 4.86058, 2.58624], [-0.86455, 5.99870, 1.74324], [0.05054, 6.05161, 0.44149], [-0.06437, 7.23442, -0.40970], [1.52696, 5.74648, 1.05835], [2.68790, 6.35985, 0.50730], [-0.35579, 4.66532, -0.23798], [0.08980, 4.40273, -1.56135], [-0.95074, 5.21825, 3.60489], [0.15123, 4.31433, 2.54295], [-1.57357, 4.10866, 2.44890], [3.24354, 6.88065, 1.28708], [2.44744, 7.01328, -0.33050], [3.31372, 5.53094, 0.16380], [0.09644, 5.28934, -2.19465], [-0.49845, 3.65051, -2.08149], [1.08398, 3.94922, -1.59447], [-0.70171, 0.83432, 3.50395], [-1.69603, 0.66720, 4.53462], [-3.06101, 1.47142, 4.42220], [-3.59783, 1.82517, 3.09115], [-4.05739, 0.55121, 5.25289], [-5.43571, 0.93179, 5.42846], [-2.76648, 2.71957, 5.39414], [-3.63688, 3.82311, 5.51806], [-0.76886, 1.85948, 3.13292], [-0.89716, 0.16589, 2.66928], [0.29891, 0.65434, 3.88544], [-5.79995, 1.66673, 4.71083], [-5.59855, 1.25871, 6.45163], [-5.93762, -0.01274, 5.21952], [-4.18030, 3.98388, 4.58363], [-3.05448, 4.74081, 5.63978], [-4.27715, 3.81396, 6.40084], [-0.26109, -2.78760, 2.15447], [0.91731, -3.41093, 2.65979], [2.30553, -3.09323, 1.92882], [2.29284, -3.04540, 0.46151], [2.77468, -1.77085, 2.70467], [4.13189, -1.48287, 3.03258], [3.26970, -4.23699, 2.55438], [2.97431, -5.58379, 2.29006], [-1.07869, -3.48627, 1.97930], [-0.14424, -2.21634, 1.23952], [-0.63536, -2.11853, 2.93273], [4.40910, -0.53475, 2.57725], [4.78811, -2.31726, 2.78993], [4.18640, -1.37540, 4.11893], [3.45958, -6.24833, 3.00559], [3.11146, -5.87451, 1.24827], [1.92601, -5.84092, 2.50196]], "forces_ev_per_a": [[0.7840, 0.3992, 0.7279], [0.9158, -0.9430, -0.5434], [0.2190, 3.0617, -3.7134], [-1.8959, 1.8930, -5.4258], [0.0683, -0.1333, 1.7412], [-0.5294, -1.0772, 1.4633], [-0.6786, 0.1161, 0.6348], [3.3206, -5.5330, 7.1415], [-0.5311, 0.6021, -1.6608], [-0.0880, 1.7114, -0.2974], [-0.6662, -0.2303, 0.1830], [-2.9452, 0.9429, 2.2082], [2.9363, 0.2840, 2.8695], [-0.1131, 0.8522, -0.7412], [-0.3197, -0.9505, -0.2957], [-0.6027, -0.1799, -0.1680], [0.5014, -0.7412, -5.6699], [0.0461, -0.4295, 0.8934], [0.2043, 0.5282, 0.7151], [-0.3555, 0.0830, 0.2671], [1.8640, 0.0517, 0.8493], [-1.6704, 0.2332, -0.3082], [1.7709, 0.4108, 0.6398], [-0.3964, -0.1229, 0.3168], [-0.3071, -0.5491, -0.1666], [-0.3766, 1.2241, 0.3450], [0.9100, -0.2388, -0.0261], [-1.8472, -0.0637, -0.3837], [-0.5242, 0.2101, -0.7238], [-0.1953, -0.0101, -0.2660], [-1.0561, -0.3568, 0.1370], [-0.0887, -0.3422, 0.1670], [0.3612, -0.6194, -0.0816], [0.2076, 0.0112, -0.2876], [-0.1557, -0.2775, -0.2046], [1.3570, 0.2066, 0.3763], [0.1228, 0.1683, -0.3288], [-0.2523, -0.6091, 1.2963], [0.2315, -0.0084, -0.7802], [0.7804, -0.7685, 0.5649], [0.0323, -0.1670, 0.3741], [-1.4899, 0.5417, -0.3191], [0.6039, -0.5790, -0.2708], [-0.2366, 0.1287, -0.0801], [0.7261, -0.4307, -1.1659], [0.2769, 0.0955, -0.0147], [0.1816, 0.3489, -0.1475], [-0.2011, 0.3385, -0.7045], [-0.2607, 0.1548, -0.0154], [-0.0069, 0.0911, 0.1568], [0.0765, 0.2367, -0.1394], [-0.0640, 0.2019, 0.2563], [-0.6326, 0.0760, 0.5493], [0.1855, 0.2865, 0.4703], [-0.0682, 0.5333, -0.7764], [-1.2750, 0.3000, 0.0492], [0.5091, -0.2526, 1.4481], [0.0008, 0.1009, -0.3991], [0.5848, 0.4710, -0.3187], [0.1364, -0.9868, -0.3220], [0.2115, -0.7131, -0.4698], [-0.0263, 1.3854, -0.5081], [0.2523, -0.0699, -0.0920], [-0.0455, -0.0299, 0.1605], [-0.2059, -0.0976, 0.3911], [0.3083, 0.1650, 0.0022], [-0.0050, 0.0137, -0.0118], [-0.4907, 0.2347, 0.3379], [-0.3497, -0.1881, 0.2086], [0.3473, -0.2742, -0.0172], [-0.1459, -0.6561, -0.1478], [-1.0639, 0.5233, 0.4526], [0.3688, 0.0742, -0.7262], [0.4877, -0.6039, 0.0691], [-0.1113, 0.2019, 0.8835], [-0.2858, -0.7015, -0.3124], [-0.0040, -0.1424, 0.6138], [-0.4293, 1.3400, 0.0929], [-1.4256, -1.4768, 0.0732], [0.4281, -0.4942, -0.0455], [0.5547, -0.1664, -0.1061], [0.1577, 0.1229, 0.0298], [0.1676, -0.1923, -0.2158], [0.0827, 0.2289, -0.3723], [-0.0620, 0.1099, -0.0460], [0.7861, 0.3673, -0.2858], [0.5252, 0.1594, 0.0693], [-0.1119, 0.5852, -0.1228]]}